A cluster of 2 separate species, C21H23FN2O5 in total at a distorted geometry, computed with ωB97M-V with the def2-TZVPD basis set.

Values from the calculation:
LUMO energy in eV: -0.4
Kohn-Sham gap in eV: 8.41
Multiplicity: 1
E in eV: -38086.166

Positions of all 52 atoms, in Å:
C1 1.3648 0.9295 -3.6801
N1 0.8168 2.0880 -2.9756
C2 -0.4574 2.4953 -3.0451
O1 -1.2777 1.9139 -3.7475
C3 -0.8643 3.7515 -2.2425
C4 -0.9561 3.5024 -0.7245
C5 0.2252 2.7617 -0.1259
C6 1.5252 3.2984 -0.2279
C7 2.6336 2.5573 0.2287
C8 2.4371 1.2866 0.8132
O2 3.4908 0.5566 1.2619
C9 1.1355 0.7647 0.9325
C10 0.0311 1.4986 0.4642
N2 -2.1444 4.2901 -2.7155
C11 -2.4983 5.5712 -2.6600
C12 -3.8392 5.9229 -3.2608
O3 -1.7952 6.4413 -2.1625
H1 0.6157 0.1360 -3.7350
H2 2.2404 0.5518 -3.1499
H3 1.6498 1.2131 -4.6948
H4 1.4211 2.5711 -2.3280
H5 -0.0903 4.5001 -2.4137
H6 -1.8642 2.9322 -0.5235
H7 -1.0551 4.4622 -0.2152
H8 1.6708 4.2798 -0.6616
H9 3.6288 2.9662 0.1441
H10 4.3219 1.0239 1.1738
H11 1.0051 -0.2167 1.3559
H12 -0.9623 1.0759 0.5318
H13 -2.7564 3.6399 -3.1867
H14 -3.8569 5.6155 -4.3052
H15 -4.6250 5.4098 -2.7094
H16 -3.9858 7.0000 -3.1934
O4 0.6079 -9.4792 2.0063
C13 0.9190 -8.5012 2.6667
O5 1.8476 -8.5584 3.6549
C14 0.2567 -7.2106 2.3692
F1 -0.7545 -7.2069 1.4651
C15 0.6811 -6.0336 2.9774
C16 0.1429 -4.6668 2.7967
C17 0.9192 -3.5878 3.2543
C18 0.4633 -2.2698 3.1445
C19 -0.7813 -2.0055 2.5690
C20 -1.5648 -3.0618 2.1031
C21 -1.1113 -4.3802 2.2216
H17 2.1404 -9.4833 3.6644
H18 1.5244 -6.1178 3.6564
H19 1.8911 -3.7664 3.7049
H20 1.0796 -1.4520 3.5076
H21 -1.1402 -0.9835 2.4881
H22 -2.5350 -2.8620 1.6576
H23 -1.7711 -5.1645 1.8703

Atoms 1-2, force components in eV/Å:
-0.465 0.184 0.002
0.778 0.190 0.413

Here are the natural (NBO) charges for atoms 1 to 2, given in e: -0.413, -0.607


The molecule C2H3FNP at a distorted geometry, computed with ωB97M-V with the def2-TZVPD basis set.

Values from the calculation:
LUMO energy (spin up / spin down) in eV: 0.3 / -2.3
Relative energy (zero: lowest compared OMol25 entry of this formula, charge and spin) in kJ/mol: 94.0
Kohn-Sham gap (spin up / spin down) in eV: 8.32 / 7.73
Multiplicity: 3
<S²>: 2.03
E in eV: -15614.764

Positions of all 8 atoms, in Å:
C1 -0.0375 0.1341 -0.8815
C2 1.2335 0.2095 -1.3434
N1 -1.1172 0.3617 1.8669
F1 -2.1707 -0.9761 0.0239
P1 -0.7523 -0.5337 0.5966
H1 1.8410 -0.4862 -0.8766
H2 1.5220 0.8828 -2.0222
H3 -0.5188 0.4079 2.6363

Atoms 1-2, force components in eV/Å:
2.104 1.287 -0.602
-5.290 -1.470 2.981

Here are the natural (NBO) charges for atoms 1 to 2, given in e: -0.261, -0.415